{
  "formula": "C7H12O2",
  "method": "the ωB97M-V functional and the def2-TZVPD basis",
  "multiplicity": 1,
  "homo_ha": -0.3589,
  "smiles": "C#CC(C)=O.C=CC.O",
  "gap_ha": 0.3794,
  "fmax_ev_per_a": 1.3,
  "symbols": ["C", "C", "C", "C", "O", "H", "H", "H", "H", "C", "C", "C", "H", "H", "H", "H", "H", "H", "O", "H", "H"],
  "coordinates": [[1.174, 1.713, -1.807], [1.393, 0.643, -1.313], [1.589, -0.665, -0.727], [2.987, -0.872, -0.213], [0.754, -1.544, -0.818], [0.984, 2.648, -2.257], [3.151, -0.192, 0.620], [3.118, -1.903, 0.118], [3.713, -0.626, -0.995], [-2.445, -0.817, 1.300], [-1.954, -0.334, 0.171], [-2.278, 1.016, -0.384], [-3.072, -0.223, 1.953], [-2.213, -1.811, 1.642], [-1.284, -0.959, -0.442], [-1.360, 1.551, -0.628], [-2.859, 1.608, 0.322], [-2.839, 0.912, -1.307], [0.775, 0.212, 1.542], [0.821, -0.627, 2.014], [-0.157, 0.271, 1.210]],
  "atomic_forces_ev_per_a": [[0.16, -0.30, 0.08], [-0.66, 0.55, -0.13], [0.54, -1.00, -0.58], [-0.01, -0.24, 0.27], [0.45, 0.39, 0.09], [-0.03, 0.30, -0.12], [0.07, 0.06, 0.02], [-0.02, 0.09, -0.06], [-0.16, -0.05, 0.06], [0.01, 0.11, 0.37], [0.08, -0.38, -0.74], [0.15, 0.06, 0.22], [-0.13, 0.06, -0.05], [0.11, -0.24, 0.02], [-0.46, 0.30, 0.34], [0.01, 0.10, -0.04], [-0.05, 0.03, -0.02], [-0.11, 0.02, -0.17], [-0.77, 0.35, -0.11], [-0.20, 0.04, -0.04], [1.02, -0.27, 0.60]],
  "mulliken_charge": [0.011, -0.023, 0.409, -1.216, -0.544, 0.393, 0.316, 0.292, 0.373, -0.632, -0.188, -0.800, 0.239, 0.319, 0.365, 0.095, 0.309, 0.307, -0.663, 0.332, 0.306]
}

***

{
  "formula": "C15H10Cl2N2O4STl",
  "method": "the ωB97M-V functional and the def2-TZVPD basis",
  "multiplicity": 1,
  "homo_ha": -0.1826,
  "total_charge": -1,
  "gap_ha": 0.2342,
  "fmax_ev_per_a": 2.8,
  "symbols": ["Tl", "Cl", "C", "C", "C", "Cl", "C", "C", "C", "C", "N", "C", "C", "O", "H", "H", "H", "H", "N", "C", "C", "C", "C", "C", "C", "S", "O", "O", "O", "H", "H", "H", "H", "H", "H"],
  "coordinates": [[2.346, -1.090, 0.070], [1.309, -0.897, 5.179], [1.300, 0.466, 4.190], [1.070, 1.700, 4.755], [1.129, 2.873, 3.979], [1.111, 4.341, 4.828], [1.260, 2.802, 2.559], [1.134, 3.908, 1.723], [1.247, 3.717, 0.368], [1.446, 2.414, -0.132], [1.620, 1.354, 0.667], [1.547, 1.544, 2.007], [1.667, 0.355, 2.838], [2.097, -0.777, 2.387], [0.815, 1.854, 5.813], [0.958, 4.884, 2.213], [1.084, 4.542, -0.310], [1.435, 2.322, -1.199], [-0.608, -1.157, 0.330], [-1.065, -1.582, -0.922], [-1.462, -0.649, -1.924], [-1.734, -1.067, -3.231], [-1.643, -2.446, -3.553], [-1.237, -3.399, -2.544], [-0.939, -2.958, -1.265], [-2.191, -3.092, -5.155], [-2.314, -2.035, -6.141], [-1.212, -4.170, -5.448], [-3.465, -3.620, -4.618], [-0.732, -0.182, 0.592], [-0.661, -1.855, 1.074], [-1.545, 0.435, -1.671], [-2.054, -0.397, -4.022], [-1.120, -4.416, -2.879], [-0.595, -3.724, -0.562]],
  "atomic_forces_ev_per_a": [[-0.28, -0.11, -0.08], [-0.04, -1.10, 0.63], [0.23, 0.85, -0.99], [-0.33, 2.44, -0.37], [-0.09, -2.31, 0.13], [-0.25, 1.26, 0.30], [0.20, 0.00, 1.75], [0.18, 0.74, -0.20], [-0.47, 0.12, 0.44], [0.15, -0.08, 1.30], [-0.08, 1.13, -1.01], [-0.36, -0.86, -0.12], [0.40, -0.91, 0.22], [-0.32, 0.51, -0.40], [0.37, -0.44, -0.44], [0.07, -0.58, -0.66], [0.14, -0.03, -0.13], [0.18, -0.66, -0.41], [0.58, -0.07, 0.61], [-0.01, -0.09, -1.65], [0.26, 0.01, 0.85], [0.09, -1.97, 0.11], [0.73, 0.66, 0.99], [-0.44, 2.17, -1.51], [-0.23, 0.29, -0.24], [-0.22, -2.18, 1.72], [0.30, 0.02, 0.30], [-0.87, 1.38, -0.14], [0.40, 0.27, -1.17], [-0.21, -0.61, 0.01], [-0.14, 0.72, -0.25], [0.11, -0.96, -0.08], [0.08, 0.11, 0.17], [-0.05, -0.24, 0.19], [-0.06, 0.53, 0.13]],
  "mulliken_charge": [0.738, -0.211, 0.185, -0.653, 0.530, -0.284, 0.327, -0.579, -0.622, -0.471, -0.339, 0.280, 0.429, -0.911, 0.369, 0.352, 0.376, 0.446, -0.418, 0.796, -0.314, -0.620, -0.033, -0.815, -0.405, 1.198, -0.680, -0.697, -0.678, 0.146, 0.223, 0.232, 0.438, 0.392, 0.273]
}

***

{
  "formula": "C13H19BF16NO3PS",
  "method": "the ωB97M-V functional and the def2-TZVPD basis",
  "multiplicity": 1,
  "homo_ha": -0.3124,
  "smiles": "FC(F)C(F)(F)COC(F)(F)C(F)F.FC(F)C(F)(F)COC(F)(F)C(F)F.CCCOB(N)[PH2]=S",
  "gap_ha": 0.3169,
  "fmax_ev_per_a": 1.1,
  "symbols": ["F", "C", "F", "C", "F", "F", "C", "O", "C", "F", "F", "C", "F", "F", "H", "H", "H", "H", "F", "C", "F", "C", "F", "F", "C", "O", "C", "F", "F", "C", "F", "F", "H", "H", "H", "H", "C", "C", "C", "O", "B", "N", "P", "S", "H", "H", "H", "H", "H", "H", "H", "H", "H", "H", "H"],
  "coordinates": [[-2.369, -1.776, 4.460], [-2.871, -2.098, 5.672], [-4.101, -2.630, 5.487], [-2.999, -0.866, 6.570], [-3.895, -0.006, 6.046], [-3.511, -1.321, 7.747], [-1.708, -0.110, 6.925], [-1.408, 1.045, 6.170], [-0.750, 0.947, 4.981], [-0.288, -0.299, 4.767], [0.317, 1.766, 5.040], [-1.628, 1.429, 3.828], [-2.761, 0.702, 3.758], [-0.954, 1.269, 2.669], [-2.231, -2.851, 6.140], [-1.867, 0.269, 7.930], [-0.852, -0.781, 6.988], [-1.889, 2.481, 3.958], [0.247, 1.791, -5.703], [-0.407, 2.009, -4.539], [-1.668, 2.404, -4.838], [0.268, 3.108, -3.720], [0.207, 4.289, -4.376], [-0.469, 3.227, -2.589], [1.712, 2.854, -3.257], [2.752, 3.436, -4.022], [3.250, 2.802, -5.119], [2.787, 1.546, -5.227], [4.590, 2.726, -4.966], [2.989, 3.614, -6.387], [1.669, 3.803, -6.563], [3.468, 2.928, -7.450], [-0.456, 1.079, -3.966], [1.790, 3.348, -2.292], [1.894, 1.798, -3.069], [3.486, 4.583, -6.323], [2.852, -3.069, -0.438], [1.553, -3.544, -1.043], [0.946, -2.427, -1.823], [-0.435, -2.605, -2.103], [-1.265, -2.427, -1.055], [-2.310, -3.377, -0.834], [-1.087, -0.876, 0.107], [-0.876, 0.735, -0.993], [3.451, -2.611, -1.191], [2.670, -2.395, 0.364], [3.360, -3.910, -0.033], [1.714, -4.396, -1.658], [0.930, -3.862, -0.226], [1.138, -1.476, -1.369], [1.439, -2.394, -2.768], [-2.113, -3.880, 0.020], [-2.259, -4.065, -1.566], [-2.142, -0.837, 1.029], [0.092, -1.097, 0.848]],
  "atomic_forces_ev_per_a": [[-0.09, -0.11, 0.09], [-0.09, -0.27, 0.00], [0.05, 0.03, 0.01], [-0.01, 0.52, -0.20], [-0.07, -0.08, 0.03], [0.07, -0.18, 0.11], [0.28, -0.03, 0.57], [-0.43, -0.11, -0.15], [0.11, -0.05, 0.29], [0.12, 0.03, -0.16], [0.18, 0.09, -0.09], [-0.18, 0.17, -0.32], [0.08, 0.03, -0.06], [0.09, -0.01, -0.06], [0.01, 0.03, -0.01], [-0.12, 0.03, 0.05], [-0.04, -0.15, -0.18], [0.07, 0.02, 0.04], [-0.13, 0.01, 0.09], [-0.24, -0.19, -0.01], [0.07, 0.00, 0.00], [0.41, 0.25, -0.25], [-0.11, -0.02, 0.02], [-0.17, 0.06, 0.14], [0.18, -0.15, 0.58], [-0.38, 0.21, -0.21], [-0.02, -0.08, 0.35], [0.11, -0.10, -0.14], [0.21, -0.06, -0.09], [0.04, 0.12, -0.27], [0.08, 0.00, -0.08], [0.04, -0.01, -0.05], [0.02, 0.04, 0.01], [-0.06, 0.10, 0.03], [-0.14, -0.11, -0.16], [0.04, -0.02, 0.03], [-0.46, -0.62, -0.30], [0.12, 0.40, 0.75], [-0.13, 0.04, -0.75], [0.12, 0.06, -0.02], [-0.59, -0.52, 0.19], [0.40, 0.10, 0.01], [0.68, 0.39, -0.52], [-0.17, 0.17, -0.03], [0.74, 0.47, -0.47], [-0.10, 0.81, 0.59], [0.75, -0.67, 0.34], [0.07, -0.78, -0.62], [-0.66, -0.16, 0.38], [-0.09, 0.72, 0.52], [0.37, 0.15, -0.88], [-0.67, 0.15, 0.53], [-0.19, -0.37, -0.37], [0.12, -0.21, 0.19], [-0.28, -0.16, 0.48]],
  "mulliken_charge": [-0.186, 0.090, -0.271, 0.847, -0.266, -0.329, -0.701, -0.396, 0.791, -0.278, -0.306, 0.198, -0.223, -0.220, 0.274, 0.402, 0.339, 0.232, -0.244, 0.441, -0.282, 0.731, -0.287, -0.279, -0.705, -0.430, 0.837, -0.281, -0.312, 0.174, -0.214, -0.261, 0.023, 0.409, 0.405, 0.249, -1.435, -0.005, -0.698, -0.659, 0.727, -0.601, 0.191, -0.420, 0.341, 0.361, 0.415, 0.378, 0.149, 0.292, 0.366, 0.269, 0.264, 0.069, 0.025]
}

***

{
  "formula": "C31H20Br4N9O3PtS",
  "method": "the ωB97M-V functional and the def2-TZVPD basis",
  "multiplicity": 1,
  "homo_ha": -0.3883,
  "total_charge": 1,
  "gap_ha": 0.2240,
  "fmax_ev_per_a": 0.3,
  "symbols": ["Pt", "S", "C", "C", "C", "C", "C", "N", "H", "H", "H", "H", "Br", "C", "C", "Br", "C", "Br", "C", "O", "C", "O", "C", "Br", "C", "N", "C", "N", "C", "N", "C", "C", "C", "C", "C", "C", "C", "N", "N", "C", "O", "C", "C", "C", "C", "C", "C", "N", "C", "N", "C", "N", "C", "H", "H", "H", "H", "H", "H", "H", "H", "H", "H", "H", "H", "H", "H", "H", "H"],
  "coordinates": [[1.053, -0.043, 0.850], [-0.360, -0.129, 2.664], [-0.121, 1.603, 2.555], [-0.642, 2.648, 3.301], [-0.338, 3.939, 2.907], [0.465, 4.165, 1.792], [0.965, 3.079, 1.107], [0.688, 1.835, 1.499], [-1.274, 2.443, 4.153], [-0.730, 4.778, 3.467], [0.702, 5.166, 1.463], [1.602, 3.188, 0.240], [-7.054, -1.161, -0.690], [-5.319, -0.487, -0.563], [-5.121, 0.986, -0.684], [-6.633, 2.071, -0.823], [-3.895, 1.538, -0.697], [-3.564, 3.366, -0.869], [-2.693, 0.689, -0.594], [-1.573, 1.095, -0.754], [-2.914, -0.806, -0.264], [-1.965, -1.471, 0.053], [-4.288, -1.326, -0.364], [-4.455, -3.177, -0.166], [5.992, 0.111, -1.553], [4.576, 0.375, -1.309], [3.771, -0.204, -0.425], [2.541, 0.267, -0.588], [2.666, 1.156, -1.613], [3.886, 1.242, -2.076], [6.206, -0.624, -2.851], [7.162, -0.194, -3.759], [7.358, -0.888, -4.948], [6.582, -1.992, -5.249], [5.608, -2.412, -4.347], [5.435, -1.739, -3.146], [4.733, -3.531, -4.684], [4.753, -4.296, -5.716], [3.668, -5.152, -5.593], [3.079, -4.838, -4.494], [3.699, -3.816, -3.850], [1.856, -5.390, -3.919], [1.110, -6.301, -4.656], [-0.078, -6.787, -4.134], [-0.519, -6.362, -2.892], [0.236, -5.463, -2.142], [-0.286, -5.091, -0.775], [0.418, -4.000, -0.111], [0.507, -2.719, -0.447], [1.103, -2.061, 0.539], [1.353, -3.017, 1.479], [0.955, -4.203, 1.113], [1.426, -4.980, -2.657], [6.343, -0.470, -0.699], [6.514, 1.066, -1.553], [4.085, -0.927, 0.308], [1.841, 1.719, -2.016], [7.756, 0.685, -3.542], [8.110, -0.550, -5.648], [6.708, -2.527, -6.181], [4.676, -2.079, -2.452], [1.463, -6.609, -5.631], [-0.668, -7.492, -4.702], [-1.455, -6.738, -2.496], [-0.198, -5.930, -0.087], [-1.342, -4.821, -0.836], [0.123, -2.292, -1.356], [1.818, -2.808, 2.427], [2.035, -4.290, -2.089]],
  "atomic_forces_ev_per_a": [[0.12, -0.29, 0.12], [-0.07, 0.24, 0.07], [0.02, -0.12, -0.14], [-0.02, 0.05, 0.01], [0.00, -0.03, 0.03], [0.02, -0.02, -0.02], [0.08, 0.04, 0.02], [-0.10, 0.04, 0.02], [0.00, 0.00, 0.00], [-0.01, 0.00, 0.00], [0.01, 0.00, 0.00], [0.01, 0.00, 0.00], [0.00, 0.00, 0.00], [-0.01, 0.00, -0.01], [-0.02, 0.00, 0.00], [0.00, 0.00, 0.00], [0.01, 0.00, 0.03], [0.00, 0.01, 0.00], [0.02, 0.04, -0.02], [-0.03, -0.10, 0.01], [0.02, 0.11, 0.02], [0.02, -0.15, -0.16], [0.02, 0.01, 0.04], [-0.01, 0.00, 0.00], [0.00, 0.02, 0.01], [0.02, -0.02, 0.03], [0.02, 0.03, -0.08], [0.05, 0.13, 0.14], [-0.10, -0.01, -0.06], [0.00, -0.04, -0.02], [-0.02, 0.00, -0.03], [0.02, -0.02, 0.03], [0.00, 0.00, 0.00], [0.00, -0.01, 0.00], [0.00, 0.00, 0.01], [-0.01, 0.01, -0.02], [-0.02, 0.01, 0.02], [0.00, 0.00, -0.01], [0.02, -0.01, 0.00], [-0.01, 0.03, 0.01], [0.01, -0.01, -0.01], [0.00, 0.01, 0.00], [-0.01, 0.00, -0.01], [0.01, 0.00, 0.00], [0.01, 0.00, 0.00], [-0.01, -0.01, 0.00], [-0.04, 0.03, 0.01], [0.02, -0.02, 0.03], [-0.03, -0.03, -0.01], [-0.08, 0.05, -0.07], [0.07, 0.00, 0.01], [0.03, 0.01, 0.00], [0.01, -0.01, 0.00], [0.03, 0.00, -0.01], [-0.02, 0.01, 0.00], [0.00, 0.00, 0.00], [-0.01, 0.01, 0.03], [0.00, 0.00, 0.00], [0.00, 0.00, 0.00], [0.00, 0.00, 0.00], [0.00, 0.00, -0.01], [0.00, 0.00, 0.00], [0.00, 0.00, 0.00], [0.00, 0.00, 0.00], [0.00, -0.01, -0.01], [0.00, 0.01, 0.00], [0.00, 0.00, 0.01], [-0.01, -0.01, 0.00], [0.00, 0.00, -0.01]],
  "mulliken_charge": [0.722, -0.442, 0.461, -0.801, -0.111, -0.901, 0.163, -0.091, 0.435, 0.433, 0.411, 0.418, -0.082, 0.377, 0.330, -0.088, -0.348, -0.049, 0.639, -0.407, 0.351, -0.319, -0.352, -0.056, -0.927, 0.834, 0.026, -0.522, -0.598, -0.907, 0.960, -0.793, -0.695, -0.986, -0.079, -0.188, 0.672, -0.482, -0.477, 0.540, -0.247, -0.047, -0.970, -0.627, -0.902, 0.872, -0.988, 0.971, -0.116, -0.350, -0.354, -1.019, -0.147, 0.232, 0.425, 0.428, 0.682, 0.394, 0.412, 0.536, 0.674, 0.529, 0.412, 0.461, 0.391, 0.372, 0.635, 0.478, 0.793]
}